DFT (wB97M-V/def2-TZVPD) results for a molecular structure, C45H63BBaN6O2S3 at a distorted geometry.

CARTESIAN COORDINATES (ANGSTROEM)
Ba1 0.41 0.02 0.65
C1 1.47 2.46 -0.77
C2 2.03 2.49 0.56
C3 3.40 2.06 0.40
C4 3.61 1.82 -0.97
C5 2.45 2.10 -1.70
C6 2.34 2.04 -3.21
C7 2.73 0.66 -3.72
C8 3.30 3.07 -3.82
C9 0.91 2.34 -3.68
C10 4.48 1.74 1.44
C11 3.94 0.75 2.48
C12 5.04 2.99 2.13
C13 5.68 1.06 0.78
C14 1.45 3.53 1.53
C15 -0.06 3.74 1.28
C16 1.58 3.21 3.03
C17 2.13 4.88 1.23
H1 0.54 2.96 -1.03
H2 4.53 1.47 -1.42
H3 3.76 0.41 -3.44
H4 2.64 0.60 -4.81
H5 2.07 -0.08 -3.29
H6 4.32 2.86 -3.52
H7 3.04 4.07 -3.47
H8 3.24 3.06 -4.91
H9 0.21 1.63 -3.24
H10 0.84 2.26 -4.76
H11 0.61 3.35 -3.39
H12 3.07 1.13 3.02
H13 4.71 0.50 3.21
H14 3.63 -0.18 1.98
H15 4.29 3.53 2.69
H16 5.45 3.67 1.37
H17 5.85 2.71 2.81
H18 5.38 0.16 0.24
H19 6.40 0.77 1.55
H20 6.19 1.73 0.09
H21 -0.61 2.80 1.29
H22 -0.24 4.25 0.33
H23 -0.46 4.38 2.07
H24 1.04 2.30 3.28
H25 1.13 4.03 3.60
H26 2.61 3.11 3.35
H27 1.95 5.15 0.19
H28 3.20 4.83 1.38
H29 1.72 5.67 1.88
O1 1.20 -2.00 1.22
S1 0.66 -2.89 2.31
C18 0.28 -4.52 1.48
C19 0.66 -4.49 0.00
C20 -0.46 -3.92 -0.86
C21 -0.08 -3.68 -2.31
S2 0.88 -2.13 -2.53
O2 0.48 -1.26 -1.38
C22 2.53 -2.73 -2.11
C23 3.08 -3.85 -2.73
C24 4.37 -4.25 -2.41
C25 5.11 -3.53 -1.49
C26 4.58 -2.39 -0.91
C27 3.29 -1.98 -1.22
C28 2.15 -3.49 3.13
C29 2.06 -4.09 4.38
C30 3.21 -4.54 4.99
C31 4.44 -4.38 4.36
C32 4.52 -3.77 3.12
C33 3.37 -3.33 2.49
H30 -0.79 -4.67 1.62
H31 0.83 -5.28 2.03
H32 0.90 -5.51 -0.32
H33 1.56 -3.89 -0.11
H34 -0.78 -2.96 -0.44
H35 -1.32 -4.59 -0.83
H36 -0.96 -3.51 -2.92
H37 0.50 -4.50 -2.74
H38 2.51 -4.41 -3.46
H39 4.79 -5.12 -2.89
H40 6.12 -3.84 -1.25
H41 5.17 -1.82 -0.20
H42 2.88 -1.07 -0.80
H43 1.09 -4.18 4.86
H44 3.16 -5.02 5.96
H45 5.35 -4.71 4.86
H46 5.48 -3.64 2.63
H47 3.40 -2.85 1.52
B1 -2.05 1.25 3.60
N1 -2.70 0.62 2.34
C34 -4.00 0.32 2.21
C35 -4.24 -0.13 0.92
C36 -2.98 -0.06 0.31
N2 -2.07 0.39 1.18
N3 -0.87 0.36 4.11
C37 -0.72 -0.04 5.38
C38 0.50 -0.67 5.51
C39 1.04 -0.61 4.22
N4 0.20 0.01 3.39
H48 -2.88 1.27 4.47
H49 -1.63 2.34 3.34
H50 -4.69 0.44 3.03
H51 -5.17 -0.45 0.49
H52 -2.70 -0.35 -0.69
H53 -1.48 0.18 6.12
H54 0.93 -1.11 6.39
H55 2.01 -0.95 3.89
C40 -4.98 3.29 -3.81
C41 -4.08 2.37 -4.56
C42 -3.60 2.62 -5.82
C43 -2.75 1.66 -6.41
N5 -2.43 0.54 -5.81
C44 -2.88 0.28 -4.56
S3 -2.52 -1.09 -3.71
N6 -3.70 1.23 -3.96
C45 -2.19 1.89 -7.77
H56 -5.43 4.02 -4.49
H57 -4.42 3.84 -3.05
H58 -5.77 2.74 -3.31
H59 -3.87 3.53 -6.34
H60 -4.00 1.01 -3.02
H61 -2.96 2.23 -8.46
H62 -1.73 0.98 -8.14
H63 -1.42 2.67 -7.72

## Properties
- multiplicity = 1
- largest force on an atom (Eh/bohr) = 0.085
- E_LUMO (eV) = 0.1
- net charge = 0

Results of the Mulliken charge analysis, in e, for atoms 1 through 2:
1 Ba 2.58
2 C -0.27

=====

DFT (wB97M-V/def2-TZVPD) results for a molecular structure, C45H64BBrN9O2Ti at a distorted geometry.

CARTESIAN COORDINATES (ANGSTROEM)
Ti1 -0.48 0.08 0.42
C1 2.64 -0.79 -3.25
C2 1.41 -0.07 -2.70
C3 0.88 0.88 -3.78
C4 0.36 -1.06 -2.31
C5 -0.02 -2.17 -3.06
C6 -1.01 -2.83 -2.35
C7 -1.57 -4.10 -2.94
C8 -2.46 -4.99 -2.09
C9 -2.28 -3.78 -4.27
N1 -1.21 -2.13 -1.20
N2 -0.37 -1.06 -1.18
B1 -2.28 -2.20 -0.06
N3 -1.66 -2.33 1.36
N4 -0.89 -1.32 1.86
C10 -0.73 -1.53 3.17
C11 -1.36 -2.72 3.51
C12 -1.96 -3.20 2.36
C13 -2.83 -4.42 2.48
C14 -4.25 -3.98 2.83
C15 -2.84 -5.42 1.32
C16 -0.07 -0.60 4.16
C17 -0.61 0.82 3.98
C18 -0.29 -1.08 5.59
N5 -3.08 -0.85 -0.06
N6 -2.53 0.27 0.50
C19 -3.48 1.20 0.60
C20 -4.67 0.67 0.08
C21 -4.38 -0.61 -0.33
C22 -5.36 -1.45 -1.09
C23 -5.84 -2.71 -0.36
C24 -4.78 -1.76 -2.47
C25 -3.39 2.58 1.19
C26 -3.98 3.60 0.21
C27 -1.98 3.00 1.60
H1 3.49 -0.11 -3.28
H2 2.91 -1.65 -2.64
H3 2.46 -1.15 -4.26
H4 1.69 0.51 -1.81
H5 0.47 0.31 -4.61
H6 0.11 1.53 -3.40
H7 1.69 1.50 -4.16
H8 0.38 -2.47 -4.01
H9 -0.68 -4.69 -3.19
H10 -3.43 -4.54 -1.92
H11 -2.62 -5.92 -2.63
H12 -1.98 -5.22 -1.15
H13 -3.17 -3.18 -4.10
H14 -1.63 -3.24 -4.95
H15 -2.59 -4.70 -4.75
H16 -3.00 -3.10 -0.24
H17 -1.41 -3.18 4.48
H18 -2.42 -4.96 3.34
H19 -4.62 -3.26 2.11
H20 -4.92 -4.84 2.84
H21 -4.27 -3.52 3.82
H22 -3.52 -5.11 0.54
H23 -1.84 -5.54 0.92
H24 -3.18 -6.38 1.70
H25 1.01 -0.58 3.98
H26 -1.70 0.82 3.95
H27 -0.29 1.45 4.82
H28 -0.21 1.26 3.07
H29 -1.34 -1.15 5.84
H30 0.17 -2.06 5.74
H31 0.18 -0.38 6.28
H32 -5.61 1.17 0.03
H33 -6.24 -0.81 -1.23
H34 -5.05 -3.44 -0.24
H35 -6.24 -2.44 0.62
H36 -6.64 -3.17 -0.93
H37 -3.81 -2.25 -2.36
H38 -5.45 -2.40 -3.03
H39 -4.63 -0.84 -3.03
H40 -4.03 2.57 2.08
H41 -3.44 3.56 -0.74
H42 -5.03 3.43 0.02
H43 -3.87 4.60 0.63
H44 -1.56 3.68 0.87
H45 -1.99 3.51 2.56
H46 -1.33 2.12 1.69
O1 0.38 6.58 -1.04
C28 -0.30 5.79 -1.99
C29 -0.28 4.36 -1.55
C30 -1.22 3.44 -2.05
C31 -1.19 2.14 -1.59
N7 -0.34 1.70 -0.66
C32 0.60 2.58 -0.17
C33 0.65 3.90 -0.63
C34 1.44 2.03 0.86
C35 2.32 2.76 1.67
C36 3.04 2.13 2.67
C37 3.94 2.92 3.59
O2 4.59 3.99 2.97
C38 2.92 0.73 2.79
C39 2.04 0.07 1.97
N8 1.26 0.67 1.05
H47 0.37 7.50 -1.32
H48 0.18 5.87 -2.97
H49 -1.34 6.12 -2.10
H50 -1.94 3.74 -2.79
H51 -1.91 1.41 -1.96
H52 1.38 4.59 -0.25
H53 2.43 3.82 1.53
H54 4.65 2.24 4.08
H55 3.32 3.38 4.38
H56 5.21 3.65 2.31
H57 3.50 0.20 3.52
H58 1.94 -1.01 2.02
C40 1.33 -6.02 0.01
C41 2.05 -4.71 -0.06
C42 3.42 -4.65 -0.34
C43 4.05 -3.42 -0.38
C44 3.27 -2.30 -0.15
Br1 4.12 -0.59 -0.21
N9 1.98 -2.33 0.11
C45 1.39 -3.51 0.16
H59 2.01 -6.85 -0.14
H60 0.55 -6.06 -0.75
H61 0.86 -6.13 0.99
H62 3.98 -5.55 -0.51
H63 5.11 -3.32 -0.58
H64 0.34 -3.50 0.41

## Properties
- <S²> = 2.0169
- multiplicity = 3
- largest force on an atom (Eh/bohr) = 0.038
- E_LUMO (spin up / spin down) (eV) = -2.1 / -2.7
- net charge = +1

Results of the Mulliken charge analysis, in e, for atoms 1 through 2:
1 Ti -0.70
2 C -2.03